Entry 1:
C28H63F2N5O10PS | ωB97M-V/def2-TZVPD

```
110
Properties=species:S:1:pos:R:3:forces:R:3:lowdin_charge:R:1
C -6.170 3.171 0.810 0.48 -0.20 -0.28 -0.086
C -4.974 2.239 0.495 -0.40 0.55 0.09 -0.214
C -4.408 2.597 -0.884 -0.18 0.32 0.94 -0.150
O -3.908 1.439 -1.615 0.35 0.53 -0.46 -0.005
N -2.576 1.274 -1.377 -1.15 -1.02 0.89 -0.027
C -2.130 0.410 -0.411 1.35 0.63 -0.59 0.064
C -0.776 0.555 -0.505 -0.38 -0.81 1.88 -0.253
S 0.271 -0.432 0.548 3.25 -1.73 -0.50 0.621
O 0.451 -1.705 -0.045 -1.35 -0.21 -0.45 -0.214
O 1.484 0.193 0.917 -0.65 1.36 0.31 -0.235
F -0.522 -0.678 1.867 -0.90 0.75 -0.53 -0.112
N -0.420 1.490 -1.463 -0.87 0.34 0.47 -0.061
P 1.326 1.945 -1.814 2.48 -0.95 -0.40 0.998
C 1.318 3.404 -2.902 -0.62 0.23 0.41 -0.222
O 1.837 2.565 -0.385 -1.54 0.09 -0.53 -0.273
C -1.581 1.886 -2.007 0.07 0.99 -0.65 -0.186
C -1.859 2.829 -3.131 -0.17 -0.21 -0.26 -0.025
C -1.385 2.303 -4.513 -0.77 0.28 -0.62 -0.339
C -0.832 3.381 -5.450 0.17 -0.34 0.08 -0.020
F -0.503 1.241 -4.356 0.31 0.19 0.18 -0.015
H -5.772 4.128 1.148 -0.28 0.03 0.18 0.080
H -6.818 2.725 1.560 0.05 0.20 0.14 0.080
H -6.765 3.370 -0.082 -0.09 -0.14 0.05 0.073
H -4.229 2.439 1.269 0.14 -0.33 -0.07 0.107
H -5.262 1.190 0.569 -0.02 0.00 -0.29 0.115
H -3.616 3.339 -0.747 0.17 -0.16 -0.30 0.132
H -5.170 3.084 -1.491 -0.03 -0.48 -0.33 0.127
H -2.712 -0.217 0.248 -0.33 0.06 -0.25 0.152
H 2.260 3.910 -2.674 0.11 -0.31 0.14 0.047
H 0.521 4.132 -2.744 0.03 -0.01 -0.18 0.046
H 1.379 3.049 -3.926 -0.19 0.08 -0.02 0.032
H 1.117 3.074 0.018 0.49 0.36 0.36 0.076
H -2.946 2.882 -3.202 0.02 0.06 0.11 0.126
H -1.536 3.849 -2.937 0.31 -0.16 0.16 0.116
H -2.261 1.881 -5.010 0.04 -0.26 0.20 0.145
H -0.877 4.369 -4.996 0.18 0.02 -0.07 0.083
H -1.373 3.407 -6.394 -0.13 -0.02 0.10 0.088
H 0.193 3.113 -5.706 0.04 0.22 0.08 0.083
C -3.732 -3.367 1.526 -0.11 0.09 -0.04 -0.095
O -3.739 -2.695 0.272 0.20 0.03 0.21 -0.213
C -2.703 -3.113 -0.620 0.00 0.14 -0.07 -0.215
C -3.257 -3.914 -1.780 -0.20 -0.02 0.09 -0.211
N -3.730 -5.219 -1.342 -0.07 0.15 -0.06 -0.046
C -4.510 -5.948 -2.343 0.07 -0.08 0.20 -0.191
C -5.819 -5.333 -2.830 -0.03 -0.17 -0.21 -0.226
O -6.843 -5.279 -1.854 0.09 0.14 -0.02 -0.172
C -6.792 -4.173 -0.977 -0.18 -0.17 0.07 -0.103
H -4.429 -2.848 2.182 -0.02 0.02 -0.04 0.092
H -4.062 -4.404 1.427 0.10 -0.04 0.06 0.082
H -2.738 -3.344 1.982 0.01 -0.06 0.00 0.082
H -1.924 -3.675 -0.098 -0.08 -0.05 0.08 0.129
H -2.242 -2.191 -0.986 0.08 -0.14 -0.23 0.091
H -2.468 -4.052 -2.525 -0.01 0.00 -0.01 0.128
H -4.060 -3.321 -2.239 0.11 0.12 -0.08 0.104
H -4.303 -5.103 -0.518 0.01 -0.02 0.02 0.067
H -4.746 -6.921 -1.907 -0.01 -0.03 -0.07 0.123
H -3.868 -6.138 -3.209 -0.01 0.05 -0.02 0.120
H -6.202 -5.984 -3.619 -0.01 0.00 0.02 0.124
H -5.677 -4.348 -3.292 0.04 0.07 0.12 0.110
H -6.393 -3.279 -1.466 0.08 -0.02 0.01 0.085
H -6.205 -4.402 -0.083 0.08 0.15 0.00 0.071
H -7.810 -3.962 -0.650 -0.01 -0.02 -0.05 0.090
C 7.981 6.378 -4.186 0.02 -0.15 -0.07 -0.114
O 8.475 5.135 -3.724 -0.12 0.23 0.05 -0.194
C 8.970 5.163 -2.390 0.21 -0.30 0.02 -0.212
C 8.063 4.390 -1.455 -0.18 0.12 -0.09 -0.211
N 6.791 5.075 -1.256 -0.01 -0.20 -0.04 -0.050
C 5.770 4.273 -0.588 0.00 0.27 -0.14 -0.197
C 5.292 2.995 -1.270 -0.14 -0.14 0.34 -0.215
O 4.556 3.206 -2.470 0.04 -0.01 -0.01 -0.228
C 5.344 3.397 -3.637 -0.26 0.06 -0.10 -0.084
H 7.810 6.286 -5.258 0.02 -0.04 0.01 0.089
H 7.030 6.640 -3.708 0.04 0.13 0.03 0.075
H 8.703 7.180 -4.018 -0.04 0.04 0.03 0.090
H 9.120 6.188 -2.039 -0.13 0.03 -0.02 0.124
H 9.946 4.672 -2.405 0.01 0.03 0.01 0.124
H 8.560 4.276 -0.487 -0.02 -0.01 0.01 0.126
H 7.926 3.389 -1.886 0.16 -0.05 0.04 0.105
H 6.430 5.363 -2.156 0.04 0.06 -0.01 0.065
H 4.899 4.921 -0.454 -0.03 -0.05 0.07 0.117
H 6.131 4.018 0.414 0.01 -0.07 -0.02 0.122
H 4.596 2.507 -0.583 -0.02 0.00 -0.03 0.108
H 6.101 2.277 -1.441 0.06 0.09 -0.13 0.116
H 6.274 2.828 -3.601 0.04 0.05 0.05 0.094
H 5.561 4.455 -3.798 0.17 -0.03 -0.01 0.074
H 4.761 3.052 -4.492 -0.01 -0.06 0.04 0.087
C 1.568 -1.925 4.054 0.00 -0.21 0.01 -0.119
O 2.069 -3.153 4.537 -0.04 0.26 -0.03 -0.185
C 2.622 -3.086 5.847 0.19 -0.34 0.08 -0.210
C 1.740 -3.811 6.842 -0.21 0.13 -0.08 -0.212
N 0.490 -3.093 7.061 0.02 -0.14 -0.02 -0.053
C -0.527 -3.847 7.792 -0.01 0.22 -0.10 -0.198
C -1.059 -5.134 7.166 -0.13 -0.10 0.25 -0.223
O -1.826 -4.943 5.988 0.15 0.01 -0.04 -0.178
C -1.080 -4.814 4.794 -0.27 0.03 -0.03 -0.102
H 1.344 -2.058 2.997 0.07 -0.08 -0.02 0.067
H 0.642 -1.641 4.567 0.05 0.18 0.01 0.078
H 2.306 -1.124 4.157 -0.05 0.05 0.02 0.095
H 2.802 -2.052 6.155 -0.13 0.04 -0.03 0.123
H 3.590 -3.593 5.809 0.01 0.02 -0.01 0.123
H 2.271 -3.902 7.794 -0.01 -0.01 0.01 0.125
H 1.569 -4.823 6.452 0.15 -0.05 0.03 0.105
H 0.103 -2.830 6.165 0.02 0.02 -0.01 0.062
H -1.377 -3.174 7.931 -0.03 -0.05 0.06 0.118
H -0.139 -4.076 8.789 0.02 -0.06 -0.02 0.119
H -1.743 -5.582 7.891 -0.02 0.01 -0.03 0.122
H -0.271 -5.877 6.994 0.07 0.08 -0.11 0.113
H -0.163 -5.407 4.814 0.05 0.06 0.02 0.091
H -0.839 -3.766 4.588 0.17 -0.03 -0.04 0.066
H -1.704 -5.172 3.973 -0.02 -0.05 0.04 0.082
```
Forces are in eV/Å.

Summary:
* total charge: +1
* total energy: -3069.64452 Eh
* HOMO-LUMO gap: 6.803 eV
* max |F|: 3.72 eV/Å


Entry 2:
C28H64F3N3O5PS | ωB97M-V/def2-TZVPD

```
105
Properties=species:S:1:pos:R:3:forces:R:3:lowdin_charge:R:1
F 2.392 -4.594 2.812 0.08 0.10 0.32 0.165
C 2.363 -4.266 1.551 -0.43 0.35 -0.10 -0.380
F 3.450 -4.648 0.922 0.00 -0.19 -0.28 0.163
C 1.359 -3.625 0.967 0.34 -0.03 0.20 -0.232
F 0.356 -3.174 1.762 -0.14 -0.30 -0.08 0.063
C 1.198 -3.384 -0.490 0.16 -0.02 -0.08 -0.093
C 0.646 -4.590 -1.256 0.24 0.21 0.06 -0.149
N -0.544 -5.248 -0.662 -0.35 -0.28 -0.19 -0.169
P -0.314 -6.908 -0.133 0.54 -0.16 0.52 0.391
S 0.478 -7.080 1.593 -0.24 -0.02 0.00 0.297
C -1.711 -4.630 -0.547 -0.12 -0.25 -0.41 -0.343
N -1.783 -3.272 -0.835 0.04 0.10 0.18 0.079
C -2.375 -2.486 0.308 -0.81 0.22 -0.13 -0.126
C -3.306 -3.364 1.148 0.31 0.11 -0.05 -0.138
C -3.939 -4.347 0.185 0.15 -0.19 0.36 -0.123
N -2.841 -5.286 -0.177 0.46 0.94 0.89 0.099
H 2.176 -3.164 -0.918 0.02 0.01 -0.08 0.136
H 0.567 -2.519 -0.661 -0.02 0.11 0.13 0.112
H 0.426 -4.321 -2.287 -0.13 0.06 -0.02 0.133
H 1.427 -5.348 -1.293 -0.03 -0.13 0.06 0.108
H -1.586 -7.451 -0.319 -0.10 0.04 -0.21 -0.003
H 0.436 -7.421 -1.193 -0.11 0.13 -0.25 0.006
H -2.349 -3.098 -1.659 0.18 0.02 -0.20 0.151
H -1.611 -1.988 0.893 0.32 -0.26 -0.02 0.110
H -2.964 -1.703 -0.166 0.03 0.05 -0.09 0.112
H -2.732 -3.958 1.861 -0.06 0.14 0.26 0.105
H -4.041 -2.801 1.715 0.00 0.21 -0.04 0.131
H -4.730 -4.916 0.662 -0.09 -0.14 -0.16 0.128
H -4.299 -3.852 -0.711 -0.23 -0.11 -0.10 0.129
H -2.686 -5.885 0.633 -0.11 -0.56 -0.39 0.105
C -1.409 0.545 -4.065 0.02 0.00 0.12 -0.071
C -2.861 0.520 -3.619 0.00 0.04 -0.12 -0.276
O -3.041 0.195 -2.248 0.00 -0.24 0.17 -0.183
C -2.421 1.078 -1.319 0.12 0.11 0.04 -0.278
C -2.897 2.514 -1.411 -0.10 0.00 -0.09 -0.064
H -0.931 -0.418 -3.872 0.01 -0.01 -0.02 0.073
H -1.353 0.752 -5.133 -0.01 -0.02 -0.02 0.082
H -0.834 1.314 -3.550 -0.02 0.04 -0.04 0.062
H -3.401 -0.253 -4.166 -0.02 -0.01 0.02 0.116
H -3.349 1.470 -3.853 0.03 0.02 0.03 0.111
H -1.331 1.027 -1.417 0.01 0.04 -0.01 0.101
H -2.665 0.680 -0.332 -0.03 -0.04 -0.02 0.108
H -2.667 2.959 -2.380 0.06 0.03 0.02 0.066
H -2.408 3.118 -0.647 0.04 -0.04 0.02 0.074
H -3.977 2.567 -1.268 0.00 0.01 0.01 0.086
C 2.217 1.481 0.956 -0.05 0.01 0.08 -0.070
C 1.503 2.470 0.051 0.11 -0.04 -0.06 -0.281
O 0.316 3.008 0.605 -0.19 -0.11 -0.07 -0.179
C 0.472 3.727 1.819 0.04 0.09 0.08 -0.268
C 1.389 4.929 1.694 0.10 0.01 -0.10 -0.063
H 1.557 0.653 1.225 -0.02 0.00 -0.02 0.072
H 3.095 1.079 0.450 0.00 0.01 -0.03 0.075
H 2.556 1.951 1.880 0.07 0.01 -0.03 0.071
H 1.188 1.969 -0.867 -0.04 0.03 -0.01 0.112
H 2.189 3.270 -0.246 0.03 -0.03 0.07 0.092
H 0.810 3.061 2.620 0.04 0.00 -0.02 0.109
H -0.532 4.056 2.087 -0.03 -0.03 -0.04 0.118
H 2.409 4.643 1.430 0.01 -0.01 0.07 0.057
H 1.432 5.471 2.639 -0.03 0.00 0.01 0.084
H 1.018 5.607 0.923 -0.01 0.02 0.02 0.073
C 7.474 3.507 1.261 -0.04 0.12 0.02 -0.074
C 6.097 3.216 0.690 0.10 -0.06 -0.11 -0.287
O 5.139 4.228 0.938 -0.21 -0.10 0.23 -0.180
C 5.411 5.511 0.401 0.01 0.07 -0.12 -0.275
C 5.510 5.515 -1.113 -0.07 -0.05 0.00 -0.067
H 7.413 3.669 2.337 0.01 -0.02 0.01 0.082
H 8.141 2.666 1.071 -0.01 -0.02 0.01 0.078
H 7.924 4.393 0.813 0.01 -0.03 -0.05 0.069
H 5.692 2.318 1.158 -0.06 0.03 0.03 0.111
H 6.162 3.009 -0.385 0.04 0.03 -0.01 0.108
H 6.300 5.955 0.862 0.05 -0.08 -0.01 0.110
H 4.561 6.122 0.708 0.00 0.01 0.04 0.113
H 6.349 4.924 -1.483 0.04 0.03 0.04 0.069
H 5.636 6.533 -1.480 -0.03 0.02 0.00 0.081
H 4.592 5.101 -1.534 0.02 0.04 -0.11 0.070
C 1.651 7.464 -4.614 0.02 -0.01 0.11 -0.076
C 1.575 5.949 -4.683 -0.05 0.05 -0.09 -0.280
O 2.086 5.289 -3.538 0.08 -0.12 0.01 -0.160
C 1.447 5.586 -2.311 -0.03 0.04 0.12 -0.283
C -0.030 5.233 -2.271 0.00 0.00 -0.12 -0.070
H 2.680 7.788 -4.456 0.01 0.01 -0.02 0.082
H 1.289 7.897 -5.547 0.01 -0.01 -0.02 0.078
H 1.043 7.870 -3.804 -0.04 0.00 -0.03 0.066
H 2.187 5.590 -5.510 0.02 -0.03 0.01 0.118
H 0.547 5.626 -4.887 -0.02 0.02 0.04 0.106
H 1.599 6.639 -2.043 -0.05 0.02 -0.02 0.113
H 1.978 4.994 -1.565 0.03 0.02 -0.03 0.090
H -0.610 5.808 -2.993 0.00 0.05 0.03 0.071
H -0.435 5.436 -1.279 0.02 -0.04 0.02 0.073
H -0.173 4.173 -2.491 0.00 -0.02 0.04 0.070
C -5.683 -5.836 5.847 0.12 0.01 0.00 -0.071
C -5.673 -5.560 4.355 -0.13 -0.02 0.08 -0.274
O -4.404 -5.160 3.849 0.14 0.05 -0.22 -0.181
C -3.351 -6.096 4.013 -0.03 -0.08 -0.05 -0.276
C -3.603 -7.427 3.320 0.02 0.08 -0.01 -0.071
H -5.348 -4.958 6.400 -0.02 0.01 0.01 0.085
H -6.693 -6.086 6.169 -0.02 0.02 0.00 0.083
H -5.035 -6.670 6.116 -0.05 -0.04 -0.01 0.069
H -6.339 -4.728 4.131 0.02 0.03 -0.02 0.119
H -6.050 -6.427 3.800 0.04 -0.01 0.01 0.108
H -3.126 -6.250 5.073 -0.04 -0.03 0.00 0.115
H -2.469 -5.621 3.576 0.00 0.05 0.04 0.101
H -4.470 -7.948 3.725 0.02 -0.02 0.03 0.073
H -2.739 -8.082 3.433 0.03 0.02 -0.01 0.078
H -3.787 -7.274 2.251 -0.02 -0.03 0.00 0.063
```
Forces are in eV/Å.

Summary:
* total charge: +1
* relative energy (zero: lowest compared OMol25 entry of this formula, charge and spin): 0.0 kJ/mol
* total energy: -2684.52151 Eh
* HOMO-LUMO gap: 7.608 eV
* max |F|: 1.38 eV/Å